Entry 1:
{
  "formula": "C4H3CuFO6",
  "method": "ωB97M-V with the def2-TZVPD basis set",
  "species": ["C", "C", "O", "C", "O", "O", "O", "F", "H", "H", "O", "C", "O", "Cu", "H"],
  "positions_angstrom": [[1.09331, -0.23990, -0.52640], [0.66331, -1.06042, 0.72636], [0.92518, -0.42713, 1.94673], [0.12259, 0.55388, 2.38529], [-0.73390, 1.09970, 1.68025], [0.36100, 0.96981, 3.54633], [1.11195, 0.98752, -0.43108], [2.16925, -0.81254, -1.08814], [1.19929, -2.01480, 0.73142], [-0.41541, -1.23795, 0.59680], [-2.06648, -0.69383, -3.25747], [-1.52446, 0.03295, -2.46680], [-1.83110, 1.08157, -1.89643], [-0.82983, 2.22387, -0.17870], [-0.24471, -0.46274, -1.76815]],
  "mulliken_spin": [0.00, 0.00, 0.00, -0.05, 0.27, 0.73, 0.01, 0.00, 0.00, 0.00, 0.00, 0.00, 0.00, 0.03, 0.00],
  "spin_multiplicity": 2,
  "orbital_gap_ha": [0.296, 0.162],
  "e_lumo_ev": [-1.129, -4.772],
  "total_energy_ha": -2345.86219,
  "e_homo_ev": [-9.2, -9.2]
}

***

Entry 2:
{
  "formula": "C23H29ClDyN2OP",
  "method": "ωB97M-V with the def2-TZVPD basis set",
  "species": ["Dy", "Cl", "P", "C", "C", "C", "C", "C", "C", "C", "C", "C", "C", "C", "C", "C", "C", "C", "C", "C", "C", "H", "H", "H", "H", "H", "H", "H", "H", "H", "H", "H", "H", "H", "H", "H", "H", "H", "C", "N", "C", "C", "O", "N", "C", "C", "H", "H", "H", "H", "H", "H", "H", "H", "H", "H", "H", "H"],
  "positions_angstrom": [[1.55842, -0.07830, 1.16686], [3.93125, -0.60728, 1.04093], [0.09989, -0.00054, -1.64074], [-0.65360, 1.52504, -2.32527], [-1.84710, 1.52753, -3.07613], [-2.33459, 2.73081, -3.59881], [-1.66876, 3.93953, -3.36298], [-0.48610, 3.94133, -2.60776], [0.01861, 2.74568, -2.09853], [1.66994, -0.25913, -2.54243], [2.34332, -1.46869, -2.32003], [3.64578, -1.63115, -2.78362], [4.28031, -0.59143, -3.47676], [3.57640, 0.58122, -3.76216], [2.25473, 0.73746, -3.34630], [-0.93401, -1.31319, -2.40914], [-1.59069, -2.26483, -1.60438], [-2.34155, -3.28278, -2.20543], [-2.46874, -3.36557, -3.60161], [-1.81722, -2.42230, -4.40505], [-1.04153, -1.41449, -3.81435], [1.83072, -2.28382, -1.79144], [4.14786, -2.57795, -2.58437], [5.33024, -0.69619, -3.76078], [4.06320, 1.39396, -4.30350], [1.71473, 1.65905, -3.57649], [-2.41911, 0.61284, -3.25137], [-3.25803, 2.72511, -4.18012], [-2.07219, 4.88679, -3.73199], [0.04111, 4.87200, -2.39445], [0.95232, 2.75016, -1.52681], [-1.46610, -2.23923, -0.51467], [-2.83912, -4.02300, -1.57820], [-3.07319, -4.16084, -4.05789], [-1.92189, -2.46954, -5.49448], [-0.55252, -0.68598, -4.46574], [-2.49030, 1.05109, 0.61860], [-2.52649, 0.30982, 0.49753], [-2.21593, 0.07054, 3.41509], [-1.21812, 0.03255, 4.48202], [-1.73505, 0.09392, 5.85947], [0.08046, 0.00675, 4.18307], [0.46500, 0.00999, 2.92132], [1.07911, -0.06953, 5.08113], [1.08005, -0.07377, 6.55960], [2.41393, -0.13798, 4.48142], [-3.20814, 0.09648, 3.88456], [-2.14965, -0.80626, 2.76668], [-2.09260, 0.95276, 2.78368], [-1.53222, -0.82993, 6.41821], [-1.40740, 1.00900, 6.36845], [-2.81161, 0.17069, 5.78073], [1.54398, -0.99587, 6.94935], [1.68775, 0.76330, 6.94267], [0.08436, 0.01448, 6.99295], [2.50714, -1.04430, 3.85995], [2.60083, 0.75840, 3.86630], [3.17214, -0.17442, 5.27321]],
  "mulliken_spin": [4.92, 0.00, 0.02, 0.00, 0.00, 0.00, 0.00, 0.00, 0.00, 0.01, 0.00, 0.00, 0.00, 0.00, 0.00, 0.00, 0.00, 0.00, 0.00, 0.00, 0.00, 0.00, 0.00, 0.00, 0.00, 0.00, 0.00, 0.00, 0.00, 0.00, 0.00, 0.00, 0.00, 0.00, 0.00, 0.00, 0.00, 0.00, 0.00, 0.00, 0.00, 0.02, 0.02, 0.00, 0.00, 0.00, 0.00, 0.00, 0.00, 0.00, 0.00, 0.00, 0.00, 0.00, 0.00, 0.00, 0.00, 0.00],
  "spin_multiplicity": 6,
  "orbital_gap_ha": [0.233, 0.222],
  "e_lumo_ev": [-7.623, -7.922],
  "charge": 2,
  "total_energy_ha": -2764.66154,
  "e_homo_ev": [-14.0, -14.0]
}

***

Entry 3:
{
  "formula": "C4H12NiO7",
  "method": "ωB97M-V with the def2-TZVPD basis set",
  "species": ["Ni", "C", "C", "O", "O", "H", "H", "H", "C", "C", "O", "O", "H", "H", "H", "O", "H", "H", "O", "H", "H", "O", "H", "H"],
  "positions_angstrom": [[-0.19113, -0.18276, 0.22819], [-1.61469, -3.79229, 0.14129], [-1.23372, -2.36108, 0.24216], [-0.99723, -1.64442, -0.78776], [-1.00809, -1.83796, 1.37789], [-2.16371, -4.09895, 1.02546], [-0.65804, -4.31562, 0.10968], [-2.21480, -3.99092, -0.75713], [1.74096, 3.26864, -1.59615], [0.63643, 2.45153, -0.93488], [-0.31868, 3.05935, -0.41454], [0.82465, 1.16984, -0.90228], [1.43912, 3.99684, -2.35946], [2.30186, 3.71035, -0.77021], [2.46223, 2.56673, -2.03155], [1.69891, -0.92767, 0.07908], [2.24133, -1.74269, 0.11377], [2.10291, -0.33050, -0.54834], [0.55441, 0.53271, 2.07009], [0.55893, -0.25406, 2.65325], [-0.35098, 0.82202, 2.16193], [-1.75283, 1.00753, 0.39202], [-2.73280, 0.92798, 0.27672], [-1.32503, 1.96540, 0.23077]],
  "mulliken_spin": [1.76, 0.00, -0.01, 0.06, 0.05, 0.00, 0.00, 0.00, 0.00, 0.00, 0.00, 0.05, 0.00, 0.00, 0.00, 0.03, 0.00, 0.00, 0.03, 0.00, 0.00, 0.04, 0.00, 0.00],
  "spin_multiplicity": 3,
  "relative_energy_ev": 0.000,
  "orbital_gap_ha": [0.359, 0.371],
  "e_lumo_ev": [0.305, 0.274],
  "total_energy_ha": -2194.69648,
  "e_homo_ev": [-9.5, -9.8]
}